1.
Computed, not measured: a 2-piece molecular cluster, CH2BF3O2 overall, with the ωB97M-V functional and the def2-TZVPD basis.

Positions of all 9 atoms, in Å:
B1 0.396 -1.109 0.525
C1 -0.189 2.925 -0.820
O1 0.845 -2.299 0.978
O2 -0.461 -0.960 -0.503
F1 -0.530 2.513 0.345
F2 -0.852 2.155 -1.609
F3 0.933 0.017 1.085
H1 0.332 -3.149 1.020
H2 -0.473 -0.093 -1.021

Summary:
calculated total energy	-514.31249	a.u.
energy relative to the best compared isomer or geometry (same formula, charge and spin)	77.77	kJ/mol
highest occupied orbital energy	-11.508	eV
Kohn-Sham gap	11.6	eV

Computed Löwdin charges, given in elementary charges: -0.859 -0.110 0.198 0.183 0.083 0.066 0.171 0.144 0.122

---

2.
Computed, not measured: CH2BNO as an isolated structure, with the ωB97M-V functional and the def2-TZVPD basis.

Positions of all 6 atoms, in Å:
B1 -0.211 1.326 -0.378
C1 0.565 2.831 -0.145
N1 1.169 3.870 0.059
O1 -1.033 0.665 -0.918
H1 -1.774 -1.102 -2.072
H2 -1.277 -0.863 -1.446

Summary:
calculated total energy	-194.07762	a.u.
energy relative to the best compared isomer or geometry (same formula, charge and spin)	291.12	kJ/mol
highest occupied orbital energy	-11.739	eV
Kohn-Sham gap	10.5	eV

Computed Löwdin charges, given in elementary charges: -0.190 -0.057 0.111 0.049 0.058 0.030

---

3.
Computed, not measured: CH2Br2ClOP as an isolated structure, with the ωB97M-V functional and the def2-TZVPD basis.

Positions of all 8 atoms, in Å:
C1 0.267 1.048 -0.793
O1 0.124 -0.303 2.114
P1 -0.096 -0.762 0.787
Cl1 -1.087 1.974 -0.537
Br1 1.329 -2.291 0.053
Br2 -2.041 -1.463 0.223
H1 0.397 0.521 -1.770
H2 1.107 1.277 -0.078

Summary:
calculated total energy	-6064.12469	a.u.
energy relative to the best compared isomer or geometry (same formula, charge and spin)	123.58	kJ/mol
highest occupied orbital energy (spin up / spin down)	-9.178 / -9.177	eV
Kohn-Sham gap (spin up / spin down)	8.3 / 8.3	eV

Computed Löwdin charges, given in elementary charges: -0.678 -0.438 -0.191 0.574 0.293 0.362 0.045 0.033